{"formula": "C63H147N11O26", "method": "the ωB97M-V functional and the def2-TZVPD basis", "symbols": ["C", "O", "C", "C", "O", "C", "C", "O", "C", "H", "H", "H", "H", "H", "H", "H", "H", "H", "H", "H", "H", "H", "H", "C", "O", "C", "C", "O", "C", "C", "O", "C", "H", "H", "H", "H", "H", "H", "H", "H", "H", "H", "H", "H", "H", "H", "C", "O", "C", "C", "O", "C", "C", "O", "C", "H", "H", "H", "H", "H", "H", "H", "H", "H", "H", "H", "H", "H", "H", "C", "O", "C", "C", "O", "C", "C", "O", "C", "H", "H", "H", "H", "H", "H", "H", "H", "H", "H", "H", "H", "H", "H", "C", "O", "C", "C", "O", "C", "C", "O", "C", "H", "H", "H", "H", "H", "H", "H", "H", "H", "H", "H", "H", "H", "H", "C", "O", "N", "C", "C", "H", "H", "H", "H", "H", "H", "H", "C", "O", "N", "C", "C", "H", "H", "H", "H", "H", "H", "H", "C", "O", "N", "C", "C", "H", "H", "H", "H", "H", "H", "H", "C", "O", "N", "C", "C", "H", "H", "H", "H", "H", "H", "H", "C", "O", "N", "C", "C", "H", "H", "H", "H", "H", "H", "H", "C", "O", "N", "C", "C", "H", "H", "H", "H", "H", "H", "H", "C", "O", "N", "C", "C", "H", "H", "H", "H", "H", "H", "H", "C", "O", "N", "C", "C", "H", "H", "H", "H", "H", "H", "H", "C", "O", "N", "C", "C", "H", "H", "H", "H", "H", "H", "H", "C", "O", "N", "C", "C", "H", "H", "H", "H", "H", "H", "H", "C", "O", "N", "C", "C", "H", "H", "H", "H", "H", "H", "H"], "xyz": [[12.1509, -7.9370, 3.3537], [12.3228, -8.5846, 2.0998], [11.9541, -9.9403, 2.2674], [10.4283, -10.1797, 2.0472], [9.6503, -9.6588, 3.0672], [9.7981, -10.5055, 4.2853], [8.9060, -9.8625, 5.3422], [9.4735, -8.6577, 5.7871], [8.7410, -8.0297, 6.8895], [12.5667, -6.9296, 3.3381], [12.4914, -8.3440, 4.3059], [11.0852, -7.9045, 3.5802], [12.4146, -10.3764, 3.1539], [12.5036, -10.3719, 1.4308], [10.2482, -11.2315, 1.8253], [10.1583, -9.5333, 1.2121], [10.7585, -10.3579, 4.7794], [9.6038, -11.5611, 4.0953], [8.7226, -10.5454, 6.1716], [7.9062, -9.6262, 4.9780], [8.4666, -8.7520, 7.6583], [7.7812, -7.7317, 6.4675], [9.2491, -7.1744, 7.3349], [10.8151, -9.7556, 8.9337], [9.9721, -9.4905, 10.0714], [10.5902, -9.1402, 11.2832], [9.8787, -7.8703, 11.9481], [8.5883, -8.1911, 12.2334], [7.8959, -6.9831, 12.6835], [6.5189, -7.3382, 13.2700], [6.6949, -8.3484, 14.3310], [6.7562, -7.8091, 15.7088], [11.7778, -10.0567, 9.3470], [11.1071, -8.9669, 8.2404], [10.5006, -10.5755, 8.2881], [11.6498, -8.9334, 11.1327], [10.5787, -9.9726, 11.9868], [9.8980, -7.0700, 11.2083], [10.4199, -7.6067, 12.8568], [7.7273, -6.3415, 11.8187], [8.5676, -6.4599, 13.3641], [5.8684, -7.8958, 12.5961], [6.0896, -6.3930, 13.6020], [7.2545, -8.4448, 16.4407], [5.7661, -7.5152, 16.0575], [7.4255, -6.9540, 15.6144], [13.0196, -6.7951, 7.1488], [14.3831, -6.8823, 7.1092], [15.0910, -7.6085, 6.0511], [16.6808, -7.3229, 6.0521], [17.0893, -5.8986, 6.0783], [17.2049, -5.5191, 7.4565], [17.6267, -4.0392, 7.6074], [18.2924, -3.6604, 8.7867], [19.6574, -4.0251, 8.8115], [12.4823, -6.0944, 6.5097], [12.7056, -6.4926, 8.1478], [12.5567, -7.7634, 6.9590], [14.7866, -7.4691, 5.0138], [14.8503, -8.6152, 6.3929], [17.1172, -7.5475, 5.0788], [17.2309, -7.8482, 6.8328], [17.8851, -6.0266, 8.1405], [16.2233, -5.4656, 7.9273], [16.6513, -3.5562, 7.6657], [18.1720, -3.7314, 6.7152], [20.2169, -3.6270, 7.9650], [19.7252, -5.0859, 8.5702], [20.2316, -3.8018, 9.7106], [2.1200, -1.9215, 8.0019], [2.5981, -3.1434, 7.5630], [1.6811, -4.2170, 7.5995], [2.4837, -5.3470, 6.7615], [3.2731, -6.2875, 7.5217], [4.6224, -6.0032, 7.8638], [5.4234, -7.1449, 8.5582], [4.8222, -7.4808, 9.8775], [3.7140, -8.1897, 9.7564], [2.1129, -1.8752, 9.0909], [1.1886, -1.5403, 7.5831], [2.7119, -1.0593, 7.6948], [0.8359, -3.9240, 6.9767], [1.2932, -4.5456, 8.5637], [3.1444, -4.8455, 6.0544], [1.7740, -6.0360, 6.3037], [4.6016, -5.1759, 8.5732], [5.1904, -5.6546, 7.0013], [6.4989, -7.0056, 8.6676], [5.4728, -8.0496, 7.9522], [2.8788, -7.8122, 9.1665], [3.1701, -8.2683, 10.6977], [3.9284, -9.1724, 9.3362], [3.7225, -8.0421, 19.2101], [4.2741, -9.0015, 20.1393], [3.9146, -8.7221, 21.5000], [2.4917, -9.1697, 21.7877], [1.5060, -8.0505, 21.5702], [0.1030, -8.4224, 21.6017], [-0.6367, -7.6928, 20.3974], [-0.7370, -6.3055, 20.6394], [0.5477, -5.7621, 20.4738], [2.8708, -8.3881, 18.6244], [4.4594, -7.8928, 18.4210], [3.4711, -7.0267, 19.5168], [4.0529, -7.6760, 21.7733], [4.6177, -9.3734, 22.0192], [2.3359, -9.7203, 22.7154], [2.2362, -9.7975, 20.9341], [-0.4247, -8.3040, 22.5481], [-0.1133, -9.4798, 21.4496], [-1.6925, -7.9565, 20.4593], [-0.2800, -8.0634, 19.4364], [1.0566, -6.2126, 19.6216], [1.1896, -5.7863, 21.3545], [0.2854, -4.7173, 20.3073], [3.2810, -8.8027, 14.9450], [3.1965, -8.1011, 15.9472], [2.2220, -9.2750, 14.3118], [2.2868, -9.8573, 12.9946], [0.9019, -8.9671, 14.9035], [4.2425, -9.0078, 14.4495], [1.6604, -10.7207, 12.7703], [3.2295, -10.1318, 12.5212], [1.7693, -9.1228, 12.3775], [0.9485, -8.5070, 15.8906], [0.3600, -8.3792, 14.1627], [0.1979, -9.7458, 15.1971], [6.8330, -12.1419, 15.8555], [7.0588, -12.9463, 14.9684], [6.9285, -12.4113, 17.1700], [6.4892, -11.4639, 18.2046], [7.2270, -13.7307, 17.6024], [6.6514, -11.0636, 15.7271], [7.3617, -11.1281, 18.7651], [5.7478, -11.8950, 18.8773], [6.0236, -10.5822, 17.7644], [7.7215, -14.2722, 16.7959], [7.7836, -13.7048, 18.5392], [6.3248, -14.3249, 17.7479], [12.8532, -5.3075, 12.1443], [13.1368, -6.4462, 12.2882], [13.7096, -4.2670, 12.2772], [13.2511, -2.8813, 12.1595], [15.1365, -4.5272, 12.4103], [11.8529, -5.0494, 11.7635], [13.8677, -2.2046, 11.5680], [13.3943, -2.5879, 13.1994], [12.2443, -2.8592, 11.7423], [15.6260, -4.2583, 11.4743], [15.6498, -3.8982, 13.1377], [15.3650, -5.5648, 12.6536], [13.5703, -11.2052, 7.0197], [12.4608, -11.2664, 6.5107], [14.7428, -11.6653, 6.5727], [15.9716, -11.5730, 7.3725], [14.7922, -12.4191, 5.3435], [13.7080, -10.7150, 7.9959], [16.1651, -12.5987, 7.6865], [15.9627, -10.9264, 8.2500], [16.8154, -11.1980, 6.7933], [14.9102, -11.8413, 4.4268], [15.5063, -13.2420, 5.3761], [13.8017, -12.8687, 5.2741], [8.9884, -2.9083, 13.7332], [9.7654, -3.1908, 12.8604], [8.9667, -3.3835, 15.0397], [10.0489, -4.1681, 15.6340], [7.7343, -3.2277, 15.8685], [8.1008, -2.3032, 13.4920], [9.5243, -4.9517, 16.1806], [10.5118, -3.3699, 16.2143], [10.8680, -4.4336, 14.9656], [6.9715, -2.6119, 15.3919], [7.2541, -4.1976, 15.9976], [7.9041, -2.8633, 16.8817], [4.9607, -2.3569, 18.1497], [5.6288, -1.7571, 18.9321], [5.0484, -3.6914, 18.0215], [5.8239, -4.5082, 18.9339], [4.2233, -4.3566, 16.9220], [4.2380, -1.9052, 17.4527], [5.0203, -5.0691, 19.4112], [6.1845, -3.9942, 19.8249], [6.4918, -5.2708, 18.5335], [3.3562, -4.8156, 17.3970], [3.7474, -3.7454, 16.1551], [4.8959, -5.0365, 16.3992], [7.0705, -12.8415, 10.4442], [7.3515, -13.3157, 9.2883], [6.7061, -11.5756, 10.6832], [6.1500, -11.2119, 12.0033], [6.9132, -10.6454, 9.6007], [6.9383, -13.5564, 11.2710], [5.9857, -12.0700, 12.6550], [5.2446, -10.6368, 11.8095], [6.8185, -10.4622, 12.4264], [7.5772, -10.8456, 8.7599], [5.9947, -10.3464, 9.0956], [7.2076, -9.7211, 10.0978], [11.6863, -10.6878, 15.5600], [12.1762, -11.7824, 15.3975], [12.1614, -9.4700, 15.2459], [11.5050, -8.1703, 15.6597], [13.1687, -9.2479, 14.1763], [10.7113, -10.6132, 16.0659], [12.2069, -7.5541, 16.2215], [10.6924, -8.3526, 16.3629], [10.8206, -7.5927, 15.0383], [13.9697, -8.5801, 14.4934], [13.3061, -10.2229, 13.7088], [12.9246, -8.6553, 13.2945], [14.9932, -9.6796, 11.6132], [14.0677, -10.2104, 10.9119], [15.8051, -8.6556, 11.3021], [16.9570, -8.1785, 12.1087], [15.7364, -8.2099, 9.9108], [15.3115, -10.2281, 12.5132], [17.2316, -7.1308, 11.9863], [17.8816, -8.6755, 11.8152], [16.8517, -8.5629, 13.1232], [15.1546, -7.2970, 9.7829], [16.7707, -8.2520, 9.5693], [15.1715, -8.8923, 9.2758], [10.1192, -9.4449, 19.0130], [9.7381, -10.2588, 18.1828], [9.3004, -8.5974, 19.6383], [9.8330, -7.8813, 20.7729], [7.8006, -8.6358, 19.5323], [11.1687, -9.2722, 19.2975], [9.6824, -8.5303, 21.6356], [9.4336, -6.8685, 20.8262], [10.9142, -7.7633, 20.7004], [7.6214, -9.0797, 18.5531], [7.3727, -9.3026, 20.2810], [7.3532, -7.6425, 19.4980], [5.2256, -1.5250, 11.9159], [4.1553, -2.1137, 12.1944], [6.3702, -2.0273, 11.2813], [7.5069, -1.1871, 10.9741], [6.4899, -3.4347, 10.7751], [5.4089, -0.5149, 12.3138], [7.4907, -0.2320, 11.4990], [7.6542, -1.0929, 9.8982], [8.5370, -1.3957, 11.2632], [7.2937, -3.9507, 11.3002], [5.5646, -3.9891, 10.9319], [6.5595, -3.5067, 9.6897]], "atomic_forces_ev_per_a": [[-1.286, 1.422, 0.356], [0.383, 0.053, 1.911], [0.108, -0.459, -1.881], [1.637, 1.228, -0.282], [-0.224, -1.944, 2.314], [-0.682, 2.549, 0.304], [-1.117, -0.220, 0.006], [0.659, 1.046, 1.430], [-0.519, -1.214, -1.455], [-0.085, 0.042, -0.454], [1.004, -1.144, -0.398], [-0.203, 0.543, -0.195], [-0.395, 0.060, 0.391], [-0.299, -0.715, -0.191], [-0.190, -0.227, 0.036], [0.137, -0.402, -0.497], [0.585, -0.360, -0.651], [-0.190, 0.101, -0.128], [0.367, -0.290, 0.274], [-0.262, -0.134, -0.531], [0.473, -0.190, 0.252], [-0.191, 0.502, -0.028], [0.338, -0.252, -0.399], [1.352, -0.593, 1.140], [-0.625, 0.153, -1.611], [-0.014, 1.360, 0.740], [2.132, -1.928, -1.629], [-2.616, 0.862, 0.919], [-0.302, -1.798, -0.669], [1.608, -1.443, 1.230], [-0.491, 0.715, 1.165], [0.506, 0.637, -1.939], [0.239, -0.347, -0.056], [-0.768, 0.883, 0.288], [-0.671, -0.082, 0.453], [0.117, 0.361, -0.046], [-0.389, -0.197, 0.099], [0.342, 0.419, -0.098], [0.347, 0.254, 0.017], [0.059, 0.239, -0.238], [-0.218, 0.130, 0.435], [0.135, 0.601, -0.525], [-0.448, -0.137, 0.270], [-0.170, -0.656, -0.517], [-0.075, -0.007, 0.000], [-0.140, 0.459, 0.449], [-1.893, -0.773, 0.077], [2.771, 1.163, -0.942], [0.644, 0.398, 1.444], [-0.731, 1.506, -0.545], [-0.260, -1.423, 2.070], [-0.337, 1.937, 0.807], [-0.838, 0.133, -0.883], [0.433, 0.019, 0.764], [0.188, -1.019, -1.378], [0.618, 0.356, -0.699], [0.338, -0.133, 0.265], [-0.169, -0.340, -0.027], [-0.676, 0.448, 0.225], [0.658, -0.666, -0.795], [-0.489, -0.918, -0.010], [-0.224, -0.086, 0.100], [0.172, -1.160, -0.621], [-0.110, -1.042, -0.072], [0.410, 0.794, -0.251], [0.138, 0.229, -0.134], [-0.061, 0.785, -0.171], [0.185, -0.454, 0.584], [-0.790, 0.154, 0.229], [-0.080, 1.589, 0.783], [0.266, 0.116, 0.110], [1.574, -1.039, -2.378], [-0.261, -0.291, 1.905], [-0.049, -0.546, 0.070], [0.523, 0.742, 0.741], [-1.795, -0.791, 0.572], [3.714, 2.883, -1.366], [-3.595, -2.260, -0.163], [-0.390, -0.026, 0.177], [-0.837, -0.973, -0.008], [1.087, -0.524, -0.161], [-0.390, -0.140, -0.073], [0.490, 0.064, 0.313], [-0.331, 0.163, -0.219], [-0.106, 0.412, -0.367], [0.195, 0.226, 0.155], [0.070, -0.063, -0.362], [-0.189, 1.092, 0.519], [-0.768, -0.353, -0.210], [0.421, 0.647, -0.703], [0.692, -0.365, 0.597], [-0.126, -0.569, 0.152], [0.646, -0.307, -1.417], [-0.908, 1.858, -0.002], [-0.048, -0.811, -0.404], [-1.801, 0.853, -1.657], [0.167, -1.429, 1.268], [0.049, 0.046, -1.886], [-1.357, -0.752, 3.039], [0.922, -1.304, -0.756], [-0.252, 2.157, -0.031], [-0.348, -0.517, 0.469], [0.335, -0.108, 0.052], [0.142, -0.194, 1.069], [0.181, 0.079, -0.056], [-0.115, 0.235, 0.535], [-0.025, 0.392, 0.233], [0.154, -0.750, 0.281], [0.388, 1.045, 0.294], [0.784, -0.539, -0.466], [-0.073, -0.727, -0.037], [0.550, 0.662, -0.186], [0.119, 0.171, -0.046], [-0.140, -0.382, 0.036], [0.716, 0.281, -0.396], [0.934, 1.210, 0.625], [0.557, -0.313, 0.085], [-1.454, -1.673, 0.892], [-1.492, 0.382, -1.350], [-0.472, 0.106, -0.320], [0.052, -0.118, 0.060], [-0.132, -0.447, 1.086], [0.407, 0.614, 0.832], [0.378, 0.260, -0.677], [0.802, 0.778, -0.598], [-0.094, 0.449, 0.264], [0.571, -1.213, -0.824], [0.703, 0.255, 0.351], [-0.377, 0.213, -0.165], [-0.874, 0.675, 0.591], [0.462, -0.023, -0.491], [-0.068, -1.032, -0.132], [-0.278, 0.016, -0.566], [-0.093, -0.169, 0.093], [0.025, -0.251, -0.047], [0.059, -0.047, -0.213], [0.507, 0.245, 0.217], [0.200, -0.094, -0.183], [-0.379, 0.055, 0.354], [-0.689, 2.382, -1.117], [0.970, -3.154, 0.592], [0.429, -0.190, -0.777], [0.593, -0.670, 0.891], [0.251, 0.348, -0.241], [-0.141, 0.561, 0.373], [0.374, -0.506, -0.354], [-0.971, 1.101, -0.033], [-0.096, 0.079, 0.636], [0.089, -0.206, -0.307], [-0.457, 0.135, 0.422], [-0.429, 0.073, -0.082], [-0.773, 0.812, 1.169], [0.716, -0.282, -0.475], [1.056, 0.453, -0.341], [-0.076, -0.524, -0.283], [-1.005, -0.656, -0.096], [-0.088, 0.083, 0.176], [0.508, 0.083, 0.255], [-0.840, -0.064, -0.027], [-0.083, -0.174, -0.393], [0.348, 0.306, 0.158], [0.204, 0.233, 0.150], [-0.038, -0.162, -0.270], [-1.621, -0.962, 2.193], [1.466, -0.188, -0.636], [-1.256, 0.896, -2.105], [-0.356, 1.831, -0.023], [0.445, -0.424, -0.444], [-0.105, 0.212, 0.322], [0.891, -0.299, 0.307], [0.334, -0.759, 1.235], [-0.673, -0.560, -0.485], [0.347, 0.275, -0.235], [0.114, -0.328, -0.033], [0.423, 0.247, -0.124], [-0.094, -1.224, -0.769], [0.855, 1.910, 1.446], [-0.883, 0.062, -2.829], [-2.039, -0.812, 1.110], [0.735, -0.027, 1.583], [-0.042, 0.120, -0.027], [-0.023, -0.888, 0.235], [0.608, 0.577, -0.791], [0.351, 0.562, -0.451], [0.263, -0.778, -0.005], [0.662, 0.909, 0.286], [-0.379, -0.395, 0.152], [-0.453, -2.118, -3.323], [-0.289, 1.562, 3.138], [0.647, -2.001, -0.260], [0.669, 1.435, -1.316], [-0.886, 2.354, 0.448], [0.267, 0.386, 0.193], [0.199, 0.104, -0.223], [-0.444, -0.308, 0.093], [0.187, -0.251, 0.564], [0.411, -0.897, 0.876], [-0.646, -0.386, 0.073], [0.504, 0.225, -0.211], [-1.602, -0.187, 1.002], [0.842, -0.002, -0.746], [0.228, 3.676, -2.050], [-0.871, -1.651, 1.491], [-0.637, -0.498, -0.059], [0.075, 0.160, 0.210], [0.135, 0.131, -0.468], [0.340, -0.846, 0.803], [1.065, -0.021, -1.535], [0.826, -0.988, 0.643], [1.160, -0.062, 0.569], [-1.635, 0.256, 0.149], [-1.392, -2.647, -0.904], [2.687, 2.217, 1.542], [-0.257, 0.519, -0.966], [-0.073, -1.704, -0.316], [-0.143, -0.192, 0.043], [-0.270, 0.461, 0.341], [-0.960, 0.150, 0.319], [0.102, -0.353, -0.602], [-0.384, 0.765, 0.210], [0.735, 0.496, 0.101], [-0.045, 0.837, -0.415], [0.008, -0.474, 0.449], [-0.918, -0.283, -0.949], [0.398, -0.149, 0.139], [-1.195, 1.071, 0.725], [0.407, -0.140, 0.054], [1.678, -0.662, -1.169], [0.054, -0.263, -0.143], [-0.336, 0.602, 0.635], [-0.309, -0.202, 0.345], [0.071, -0.046, -0.285], [-0.131, 0.004, 0.131], [-0.083, 0.265, 0.230], [0.300, 0.061, 0.484], [-0.529, -1.747, 0.682], [2.781, 1.012, -1.230], [-0.738, -1.113, 0.236], [0.681, 1.131, -0.167], [-1.170, 0.558, 0.525], [0.006, 0.109, -0.363], [-0.993, 0.406, -0.463], [-0.564, 0.498, -0.208], [-0.166, -1.790, 0.702], [0.151, 0.135, -0.243], [-0.128, 0.253, 0.632], [0.684, 0.501, -0.092]], "energy_ha": -5046.51696, "homo_energy_ev": [0.25, -6.80], "largest_force_ev_per_a": 4.90, "charge": -1, "orbital_gap_ha": [0.048, 0.306], "multiplicity": 2}